DFT (ωB97M-V/def2-TZVPD) results for a structure of composition C16H26CrN3O3S3.

Cartesian coordinates (Å):
1 Cr 0.298 0.447 0.344
2 C -4.577 2.345 1.385
3 S -3.823 1.225 2.581
4 C -2.275 0.878 1.915
5 S -1.752 1.542 0.370
6 N -1.539 0.121 2.680
7 N -0.312 -0.137 2.134
8 C 0.509 -0.818 2.843
9 C 1.811 -1.067 2.239
10 C 2.837 -1.730 2.881
11 C 4.040 -1.902 2.214
12 C 4.180 -1.413 0.923
13 C 3.115 -0.755 0.342
14 N 1.951 -0.578 0.982
15 H -5.595 2.486 1.743
16 H -4.607 1.900 0.393
17 H -4.065 3.303 1.368
18 H 0.224 -1.169 3.829
19 H 2.689 -2.105 3.886
20 H 4.863 -2.413 2.698
21 H 5.101 -1.537 0.371
22 H 3.184 -0.362 -0.664
23 C 1.246 0.524 -2.675
24 O 0.903 1.266 -1.486
25 C 1.643 2.501 -1.360
26 C 1.185 3.161 -0.098
27 O 1.289 2.166 0.937
28 C 1.261 2.713 2.273
29 H 1.029 1.132 -3.551
30 H 0.643 -0.378 -2.680
31 H 2.306 0.266 -2.669
32 H 1.448 3.137 -2.221
33 H 2.708 2.265 -1.317
34 H 0.148 3.492 -0.166
35 H 1.822 4.012 0.138
36 H 2.059 3.446 2.370
37 H 1.425 1.897 2.968
38 H 0.292 3.177 2.457
39 O -0.427 -1.181 -0.502
40 S -1.903 -1.649 -0.650
41 C -1.706 -3.359 -1.224
42 C -2.238 -3.424 -2.659
43 C -1.966 -2.058 -3.287
44 C -2.463 -1.049 -2.257
45 H -2.220 -4.012 -0.521
46 H -0.632 -3.536 -1.159
47 H -3.311 -3.621 -2.652
48 H -1.760 -4.237 -3.202
49 H -2.485 -1.930 -4.235
50 H -0.897 -1.927 -3.469
51 H -3.556 -1.029 -2.201
52 H -2.101 -0.026 -2.356

Force components x, y, z for each atom (eV/Å):
-0.4 0.7 -0.5
0.1 0.0 0.0
-0.1 0.0 0.0
0.0 0.0 0.2
0.4 -0.2 0.2
0.2 0.1 -0.3
-0.4 -0.1 0.2
0.2 -0.2 0.1
-0.2 0.1 -0.1
0.1 -0.1 0.1
0.1 0.0 0.0
0.1 -0.1 0.0
-0.2 0.0 0.1
0.2 0.1 0.1
0.0 0.0 0.0
0.0 0.0 0.0
0.0 0.0 0.0
0.1 0.0 0.0
0.0 0.0 0.0
0.0 0.0 0.0
0.0 0.0 0.0
0.0 0.0 0.0
0.0 0.1 0.0
0.0 -0.2 0.2
0.0 -0.2 -0.1
0.0 0.0 0.2
0.0 -0.2 -0.1
-0.1 0.0 -0.1
0.0 0.0 0.0
0.0 0.0 0.1
0.0 0.0 0.0
0.0 0.0 -0.1
0.1 0.0 0.0
-0.1 0.1 0.0
0.1 0.0 0.0
0.0 0.0 0.0
0.0 0.0 0.0
0.0 0.0 0.0
0.0 0.0 -0.2
0.1 0.1 0.3
-0.1 -0.1 0.0
0.0 0.1 0.0
-0.1 0.0 0.0
0.1 0.0 -0.1
0.0 0.0 0.0
0.0 0.0 0.0
0.0 0.0 0.0
0.0 0.0 0.0
0.0 0.0 0.0
0.0 0.0 0.0
0.0 0.0 0.0
0.0 0.0 0.0

Summary:
- 2S+1 = 2
- highest occupied orbital energy (spin up / spin down) (eV) = -14.02 / -14.02
- charge = +2



DFT (ωB97M-V/def2-TZVPD) results for a structure of composition C16H26F6N2O16Ti.

Cartesian coordinates (Å):
1 Ti -0.355 -0.450 0.148
2 N 0.777 -2.278 2.840
3 O 1.205 -3.453 2.824
4 O 0.651 -1.633 1.815
5 O 0.318 -1.710 3.823
6 N -0.091 -4.132 -0.606
7 O -0.314 -4.672 0.460
8 O 0.266 -4.826 -1.561
9 O -0.092 -2.938 -0.673
10 C -2.762 2.259 -1.003
11 C -2.443 1.945 -2.431
12 O -2.928 0.691 -2.842
13 C -2.291 -0.494 -2.607
14 O -1.240 -0.631 -2.011
15 O -3.055 -1.444 -2.947
16 C -2.736 -2.832 -2.782
17 H -2.378 3.237 -0.711
18 H -2.340 1.509 -0.334
19 H -3.847 2.219 -0.916
20 H -1.358 2.009 -2.508
21 H -2.837 2.718 -3.090
22 H -1.727 -2.905 -3.188
23 H -3.409 -3.443 -3.384
24 H -2.852 -3.185 -1.757
25 C 3.608 1.811 3.473
26 C 2.327 1.754 2.700
27 O 2.212 2.746 1.760
28 C 1.142 2.802 0.886
29 O 0.311 1.894 0.650
30 O 1.248 3.957 0.279
31 C 0.631 4.247 -0.933
32 H 4.412 1.829 2.737
33 H 3.763 0.853 3.970
34 H 3.505 2.624 4.191
35 H 1.632 1.847 3.534
36 H 2.230 0.700 2.442
37 H 0.576 3.307 -1.482
38 H 1.269 4.972 -1.439
39 H -0.300 4.691 -0.580
40 C -3.821 -2.660 1.247
41 C -2.697 -2.614 2.347
42 O -2.778 -1.458 3.179
43 C -2.377 -0.285 2.701
44 O -1.958 -0.128 1.509
45 C -2.483 0.885 3.673
46 F -2.871 0.574 4.899
47 F -1.314 1.472 3.789
48 F -3.278 1.824 3.181
49 H -3.948 -1.744 0.670
50 H -4.829 -2.759 1.651
51 H -3.759 -3.483 0.536
52 H -1.782 -2.714 1.764
53 H -2.738 -3.449 3.047
54 C 3.131 -1.682 -1.345
55 C 3.508 -0.288 -0.954
56 O 3.984 0.315 -2.146
57 C 3.360 1.290 -2.811
58 O 2.556 2.133 -2.281
59 C 3.782 1.329 -4.278
60 F 5.112 1.287 -4.505
61 F 3.197 0.267 -4.830
62 F 3.311 2.405 -4.785
63 H 2.596 -2.162 -0.526
64 H 4.081 -2.190 -1.512
65 H 2.514 -1.728 -2.242
66 H 4.186 -0.217 -0.104
67 H 2.585 0.184 -0.618

Force components x, y, z for each atom (eV/Å):
-0.8 -1.6 1.8
-1.0 -2.1 1.9
0.1 1.5 0.2
0.8 2.0 -5.0
0.3 -0.4 2.2
1.3 -3.7 1.0
-1.2 -0.8 1.6
0.0 -0.3 -1.7
-0.5 5.6 -1.1
-0.8 -0.4 0.2
1.8 0.8 0.4
-0.2 -1.6 -0.8
0.2 2.1 2.0
0.7 0.7 0.1
-2.6 -1.0 -1.3
1.0 -0.3 -0.4
-0.1 0.0 -0.1
0.0 0.1 0.1
-0.1 0.2 0.4
0.2 -0.3 -0.4
-0.3 -0.4 -0.2
0.1 -0.7 0.6
-0.1 0.6 -0.2
0.4 0.5 0.1
0.6 0.0 -0.8
-0.8 -2.6 3.1
-1.6 1.1 -2.2
0.1 -2.5 0.1
2.0 2.1 0.5
1.6 -0.1 1.8
-0.7 -0.3 0.0
0.5 0.8 0.4
-0.3 0.1 0.3
1.0 0.1 -0.1
-1.0 0.3 -0.6
-0.5 0.2 -1.4
-0.5 0.4 -0.4
-0.2 -0.1 0.0
-0.5 0.0 -1.1
-0.8 0.2 0.8
-0.7 -0.1 -1.5
-0.4 -1.2 0.5
-0.2 0.7 0.1
1.2 0.5 -1.1
0.5 -2.4 -1.6
-0.7 -0.4 0.6
2.1 1.1 0.3
-1.5 1.3 -0.3
0.8 0.2 0.0
-0.1 -0.2 0.6
0.6 -0.1 0.2
0.5 0.3 0.5
-0.2 0.0 -0.2
0.8 -0.7 0.5
-2.2 0.0 0.6
0.5 1.3 -1.8
-1.9 2.5 4.8
3.0 -3.6 -2.6
0.4 -1.1 1.2
-0.6 -0.2 0.3
0.1 -0.4 -0.7
-0.6 1.9 -1.4
0.0 -0.2 0.0
-0.2 -0.5 -0.2
0.0 0.1 0.1
0.5 0.1 -0.5
0.0 0.7 -0.1

Summary:
- 2S+1 = 4
- relative energy (zero: lowest compared OMol25 entry of this formula, charge and spin) (kcal/mol) = 0.0
- highest occupied orbital energy (spin up / spin down) (eV) = -2.04 / -5.15
- charge = -1



DFT (ωB97M-V/def2-TZVPD) results for a structure of composition C16H26InN2O6.

Cartesian coordinates (Å):
1 C 2.188 -2.568 -1.675
2 N 1.094 -1.559 -1.608
3 C 1.704 -0.273 -2.016
4 C 0.687 -1.377 -0.225
5 O 1.520 -1.227 0.651
6 C -0.761 -1.411 0.150
7 In -2.008 -0.013 -1.108
8 C -4.208 -0.351 -0.636
9 C -4.753 -1.296 -1.745
10 C -6.280 -1.212 -1.988
11 N -6.601 -2.024 -3.221
12 C -1.469 2.156 -0.960
13 C -1.066 2.642 -2.412
14 C -0.535 4.111 -2.485
15 O -1.867 3.680 -2.960
16 H 2.232 -3.163 -0.753
17 H 3.168 -2.078 -1.820
18 H 2.037 -3.205 -2.563
19 H 0.960 0.519 -2.181
20 H 2.485 0.032 -1.291
21 H 2.226 -0.429 -2.976
22 H -0.888 -1.313 1.236
23 H -1.100 -2.435 -0.112
24 H -1.772 -0.506 -2.831
25 H -4.728 0.623 -0.591
26 H -4.298 -0.789 0.377
27 H -4.522 -2.331 -1.440
28 H -4.237 -1.018 -2.680
29 H -6.637 -0.185 -2.145
30 H -6.831 -1.705 -1.169
31 H -5.740 -2.499 -3.482
32 H -6.790 -1.349 -3.956
33 H -2.373 2.762 -0.800
34 H -0.620 2.410 -0.308
35 H -0.606 1.902 -3.088
36 H 0.193 4.292 -3.269
37 H -0.451 4.295 -1.416
38 C 3.889 1.665 3.535
39 C 3.666 0.457 2.987
40 C 4.090 -0.805 3.685
41 O 3.856 -1.878 3.168
42 C 4.779 -0.681 4.969
43 C 4.998 0.524 5.501
44 C 4.553 1.781 4.820
45 O 4.768 2.850 5.369
46 O 5.628 0.679 6.674
47 O 3.065 0.320 1.817
48 H 3.589 2.581 3.047
49 H 5.096 -1.593 5.454
50 H 5.653 1.643 6.828
51 H 3.014 -0.649 1.639

Force components x, y, z for each atom (eV/Å):
0.0 0.0 -0.3
0.8 0.3 0.3
0.2 0.0 -0.7
-1.4 -0.3 1.4
0.7 -0.1 -0.2
0.6 -0.7 -0.8
-0.6 0.0 -0.1
0.5 -0.2 0.1
-0.5 1.3 1.0
0.4 -1.3 -0.6
-0.1 0.7 0.3
0.2 0.2 -2.2
0.9 1.0 1.1
-1.3 -3.7 0.0
1.2 0.3 0.4
0.0 0.0 -0.4
-0.3 -0.2 0.3
-0.1 0.1 0.4
0.1 -0.3 0.3
-0.4 0.1 -0.1
-0.4 0.0 0.2
0.3 0.2 -0.3
-0.2 0.6 -0.3
0.0 0.1 0.3
0.1 -0.3 -0.3
-0.1 0.0 -0.4
0.1 0.2 -0.5
-0.3 -0.5 0.1
0.2 -0.2 0.3
0.2 0.6 0.0
-0.2 0.0 -0.1
0.1 -0.3 -0.1
0.3 -0.2 0.7
-0.5 0.0 0.2
-0.6 0.5 -0.1
-0.1 0.5 0.3
0.0 1.4 -0.5
0.2 0.1 0.5
-0.3 0.6 -0.7
0.2 -0.3 0.4
0.0 0.1 -0.2
-0.1 -0.1 -0.2
0.2 -0.5 0.3
-0.4 0.3 -0.7
0.2 -0.2 0.4
-0.2 0.4 -0.3
0.9 -0.4 1.0
0.0 0.0 0.0
0.0 0.0 0.0
0.0 0.0 0.0
-0.6 0.3 -0.4

Summary:
- 2S+1 = 1
- highest occupied orbital energy (eV) = -4.70
- charge = -1



DFT (ωB97M-V/def2-TZVPD) results for the molecule C16H26N2O.

Cartesian coordinates (Å):
1 C 3.996 -1.526 3.721
2 H 4.510 -0.815 3.080
3 H 3.388 -0.980 4.438
4 H 4.746 -2.099 4.263
5 C 3.117 -2.470 2.906
6 N 1.991 -1.783 2.304
7 C 0.852 -2.644 2.040
8 H 0.032 -2.016 1.686
9 C 1.094 -3.775 1.033
10 H 1.434 -3.377 0.079
11 H 1.842 -4.473 1.401
12 H 0.167 -4.317 0.866
13 H 0.545 -3.078 2.996
14 C 2.351 -0.897 1.211
15 H 3.372 -1.104 0.862
16 C 2.257 0.576 1.635
17 H 2.751 1.202 0.886
18 C 0.806 1.028 1.797
19 N 0.128 1.119 0.523
20 C -0.919 0.345 0.166
21 O -1.420 -0.479 0.903
22 C -1.445 0.635 -1.230
23 H -2.016 -0.230 -1.569
24 C -2.363 1.868 -1.197
25 C -2.902 2.149 -2.570
26 C -2.239 3.016 -3.428
27 C -2.714 3.245 -4.707
28 C -3.861 2.606 -5.146
29 C -4.529 1.738 -4.299
30 C -4.051 1.511 -3.021
31 H -4.575 0.834 -2.361
32 H -5.425 1.237 -4.635
33 H -4.234 2.785 -6.143
34 H -2.189 3.925 -5.363
35 H -1.344 3.521 -3.091
36 H -1.803 2.731 -0.830
37 H -3.183 1.672 -0.503
38 H -0.620 0.805 -1.926
39 H 0.518 1.758 -0.152
40 H 0.771 2.006 2.290
41 H 0.260 0.303 2.402
42 H 2.768 0.711 2.586
43 H 1.677 -1.052 0.363
44 H 2.714 -3.233 3.577
45 H 3.746 -2.980 2.154

Force components x, y, z for each atom (eV/Å):
-0.1 -0.3 -0.1
0.1 0.1 0.0
0.0 0.1 0.1
0.1 0.0 0.0
0.1 0.2 0.1
0.0 0.0 0.1
-0.2 -0.2 -0.2
0.0 -0.1 0.1
0.0 0.3 0.3
0.0 0.0 -0.1
0.1 -0.1 0.0
-0.1 -0.1 -0.1
-0.1 0.0 0.0
0.1 0.4 0.2
-0.1 0.0 -0.1
-0.2 -0.2 -0.2
0.1 0.1 0.0
0.2 0.0 0.2
0.4 0.2 0.0
0.0 0.1 -0.6
-0.3 -0.3 0.2
-0.1 0.0 0.3
0.1 0.0 0.0
0.1 -0.1 -0.1
0.0 0.1 0.1
0.0 0.0 0.0
0.0 0.0 -0.1
0.0 0.0 -0.1
-0.1 0.0 -0.1
0.0 0.0 0.0
-0.1 -0.1 0.1
-0.1 0.0 0.0
0.0 0.0 -0.1
0.0 0.1 0.0
0.1 0.1 0.1
-0.1 0.0 0.0
0.0 0.1 0.0
0.0 0.0 0.0
-0.1 -0.1 0.0
0.0 -0.1 0.0
0.0 0.1 0.0
0.1 0.0 0.0
0.1 -0.1 0.0
0.0 0.0 -0.1
-0.1 0.0 0.1

Summary:
- SMILES string = CCN(CC)CCCNC(=O)CCc1ccccc1
- 2S+1 = 1
- relative energy (zero: lowest compared OMol25 entry of this formula, charge and spin) (kcal/mol) = 9.1
- highest occupied orbital energy (eV) = -8.07



DFT (ωB97M-V/def2-TZVPD) results for the molecule C16H26N2OS.

Cartesian coordinates (Å):
1 C 1.983 -0.492 -6.456
2 C 0.813 0.344 -5.954
3 C 1.271 1.444 -5.001
4 C 0.104 2.246 -4.445
5 H -0.534 2.608 -5.251
6 H 0.448 3.095 -3.856
7 S -1.000 1.255 -3.381
8 C -0.026 1.217 -1.840
9 C -0.259 2.454 -0.986
10 H -0.123 3.354 -1.590
11 H -1.289 2.452 -0.620
12 C 0.720 2.515 0.191
13 N 0.639 1.359 1.052
14 C 1.495 0.313 0.873
15 O 2.454 0.348 0.128
16 N 1.224 -0.824 1.600
17 C 0.259 -1.073 2.580
18 C -0.311 -2.342 2.647
19 C -1.261 -2.663 3.602
20 C -1.662 -1.690 4.525
21 C -1.074 -0.435 4.468
22 C -0.119 -0.119 3.519
23 H 0.353 0.851 3.532
24 H -1.360 0.315 5.192
25 C -2.693 -2.001 5.565
26 H -3.633 -2.297 5.099
27 H -2.878 -1.134 6.194
28 H -2.365 -2.825 6.199
29 C -1.852 -4.038 3.640
30 H -1.429 -4.663 2.858
31 H -1.660 -4.510 4.603
32 H -2.932 -3.994 3.504
33 H 0.000 -3.092 1.933
34 H 1.780 -1.616 1.310
35 H -0.259 1.165 1.469
36 H 0.524 3.411 0.788
37 H 1.747 2.550 -0.180
38 H -0.346 0.315 -1.319
39 H 1.026 1.111 -2.103
40 H 1.942 2.131 -5.525
41 H 1.836 0.997 -4.179
42 H 0.295 0.797 -6.803
43 H 0.099 -0.298 -5.434
44 H 2.700 0.132 -6.986
45 H 1.635 -1.267 -7.134
46 H 2.496 -0.969 -5.623

Force components x, y, z for each atom (eV/Å):
-0.2 0.1 0.0
0.3 0.0 0.1
-0.3 -0.1 -0.2
-0.1 -0.3 0.4
0.0 0.1 0.0
0.0 0.1 -0.1
0.0 0.0 0.0
-0.3 0.2 -0.5
0.3 -0.1 0.2
-0.1 0.0 0.0
0.0 0.1 0.0
0.0 0.3 -0.2
-0.2 0.0 0.1
-0.1 0.0 0.2
0.3 0.0 -0.3
0.3 -0.5 -0.1
-0.3 0.1 0.3
0.0 0.1 0.0
0.1 0.1 0.0
0.0 0.1 0.0
-0.1 -0.1 0.0
0.1 0.0 -0.1
0.0 0.1 0.0
0.0 0.1 0.1
0.0 0.0 -0.1
-0.1 0.0 0.1
0.0 0.0 0.1
-0.1 -0.1 0.1
0.0 0.0 0.0
0.0 -0.1 0.0
0.0 -0.1 0.1
-0.1 -0.1 0.0
0.0 -0.1 -0.1
0.0 0.2 0.0
0.1 0.0 0.0
0.1 0.0 -0.1
-0.1 0.1 0.1
0.1 0.0 0.0
0.0 -0.1 0.1
0.1 0.0 0.0
0.1 0.0 0.0
-0.1 0.0 0.0
0.0 0.0 -0.1
0.1 0.0 -0.1
0.1 -0.1 -0.1
0.1 -0.1 0.1

Summary:
- SMILES string = CCCCSCCCNC(=O)Nc1ccc(C)c(C)c1
- 2S+1 = 1
- relative energy (zero: lowest compared OMol25 entry of this formula, charge and spin) (kcal/mol) = 1.3
- highest occupied orbital energy (eV) = -8.29



DFT (ωB97M-V/def2-TZVPD) results for a structure of composition C16H26N2OSe2Te2V.

Cartesian coordinates (Å):
1 V -0.347 0.634 2.073
2 Se -1.619 2.147 3.565
3 Te -3.118 0.274 2.704
4 Te -0.131 0.107 -1.539
5 Se 0.769 -2.137 -1.091
6 C -3.748 -2.422 0.555
7 C -3.475 -1.625 -0.719
8 N -3.543 -0.170 -0.584
9 C -4.774 0.455 -1.058
10 C -5.974 0.275 -0.135
11 C -2.680 0.496 0.267
12 C -2.648 1.997 0.092
13 N -1.339 -0.055 0.253
14 H -3.884 -3.475 0.303
15 H -4.649 -2.079 1.065
16 H -2.919 -2.370 1.262
17 H -4.204 -1.892 -1.484
18 H -2.504 -1.908 -1.136
19 H -4.984 0.024 -2.039
20 H -4.590 1.511 -1.232
21 H -6.249 -0.777 -0.044
22 H -6.841 0.811 -0.527
23 H -5.764 0.659 0.865
24 H -2.365 2.219 -0.944
25 H -1.917 2.439 0.767
26 H -3.603 2.464 0.316
27 H -1.375 -1.073 0.322
28 C 5.027 -0.026 -3.034
29 C 4.521 0.088 -1.627
30 C 3.768 1.188 -1.227
31 C 3.198 1.271 0.030
32 C 2.405 2.496 0.398
33 C 3.442 0.215 0.928
34 C 2.809 0.205 2.242
35 O 1.648 0.582 2.462
36 C 4.259 -0.873 0.575
37 C 4.510 -2.040 1.491
38 C 4.772 -0.922 -0.709
39 H 4.875 0.899 -3.588
40 H 4.495 -0.825 -3.554
41 H 6.091 -0.270 -3.053
42 H 3.598 1.997 -1.928
43 H 2.532 3.260 -0.366
44 H 2.716 2.918 1.355
45 H 1.337 2.281 0.459
46 H 3.379 -0.117 3.126
47 H 4.369 -1.814 2.547
48 H 5.529 -2.405 1.366
49 H 3.830 -2.857 1.238
50 H 5.363 -1.781 -1.007

Force components x, y, z for each atom (eV/Å):
-0.4 -0.9 -0.1
-0.1 0.0 -0.2
0.3 0.1 -0.1
0.0 -0.2 0.0
0.0 0.2 0.1
0.0 -0.1 0.0
0.1 0.0 -0.1
-0.2 0.0 0.3
0.0 0.0 0.0
0.0 0.0 0.1
0.3 0.2 -0.6
0.0 0.0 0.0
0.1 0.5 0.6
0.0 0.0 0.0
0.0 0.0 0.0
0.0 0.0 0.0
0.0 0.0 0.0
0.0 0.0 0.0
0.0 0.0 0.0
0.0 0.0 0.0
0.0 0.0 0.0
0.0 0.0 0.0
0.0 0.0 0.0
0.0 0.0 0.0
0.0 0.0 0.0
0.0 0.0 0.0
0.1 0.0 0.0
0.0 0.0 0.0
0.0 0.0 0.0
-0.1 0.0 -0.1
0.0 0.0 -0.1
0.0 0.0 0.0
-0.2 -0.1 0.4
-0.4 0.3 0.0
0.6 0.0 -0.1
0.1 0.0 0.0
0.0 -0.1 0.0
0.0 0.0 0.0
0.0 0.0 0.0
0.0 0.0 0.0
0.0 0.0 0.0
0.0 0.0 0.0
0.0 0.0 0.0
0.0 0.0 0.0
0.0 0.0 0.0
0.0 -0.1 -0.2
0.0 0.0 0.0
0.0 0.0 0.0
0.0 0.0 0.0
0.0 0.0 0.0

Summary:
- 2S+1 = 4
- relative energy (zero: lowest compared OMol25 entry of this formula, charge and spin) (kcal/mol) = 68.8
- highest occupied orbital energy (spin up / spin down) (eV) = -6.41 / -6.44